1.
Below is C3H6N2O in the gas phase, with properties calculated with the ωB97M-V functional and the def2-TZVPD basis.

For the frontier orbital gap, the calculation gives 7.9 eV. The HOMO energy is -7.24 eV.

Cartesian coordinates (Å):
N1 0.019 -1.001 0.285
C1 -1.070 -0.411 -0.597
C2 -0.985 0.996 -0.074
O1 0.472 1.204 0.033
C3 1.051 0.012 0.010
N2 2.237 -0.340 -0.201
H1 0.360 -1.899 -0.050
H2 -0.124 -1.080 1.317
H3 -2.016 -0.927 -0.422
H4 -1.383 1.739 -0.769
H5 -1.355 1.240 0.945
H6 2.795 0.466 -0.475

Löwdin atomic charge list, values in e, 2 entries: 0.04 -0.16

---

2.
Below is a molecular structure, C26H25BCaClN6O5S, with properties calculated with the ωB97M-V functional and the def2-TZVPD basis.

As for the total charge: -1. For the frontier orbital gap, the calculation gives 5.1 eV. The HOMO energy is -2.75 eV.

Cartesian coordinates (Å):
Ca1 -1.247 0.640 -0.377
C1 -0.177 -3.275 -2.801
C2 -0.088 -1.831 -2.358
N1 -0.721 -1.409 -1.290
N2 -1.479 -2.395 -0.618
C3 -1.822 -2.222 0.613
N3 -2.522 -3.314 1.158
S1 -1.580 -0.919 1.800
C4 0.710 -0.974 -3.166
C5 1.509 -1.447 -4.225
C6 2.611 -0.774 -4.691
C7 3.078 0.319 -3.883
C8 2.282 0.858 -2.949
N4 0.903 0.455 -2.914
H1 -0.514 -3.329 -3.838
H2 -0.870 -3.818 -2.170
H3 0.802 -3.752 -2.747
H4 -2.941 -3.883 0.436
H5 -3.161 -3.036 1.885
H6 1.284 -2.423 -4.639
H7 3.221 -1.181 -5.485
H8 4.105 0.663 -3.949
H9 2.588 1.634 -2.262
Cl1 -4.587 4.696 4.811
C9 -3.605 4.076 3.503
C10 -2.285 4.526 3.359
C11 -1.499 4.064 2.341
C12 -1.967 3.109 1.385
O1 -1.206 2.723 0.434
C13 -3.314 2.656 1.571
C14 -3.982 1.686 0.725
O2 -3.517 1.048 -0.211
C15 -4.102 3.158 2.624
H10 -1.897 5.247 4.068
H11 -0.477 4.408 2.236
H12 -5.047 1.535 0.977
H13 -5.119 2.801 2.737
N5 1.194 0.814 0.308
C16 1.783 1.799 0.424
N6 2.471 2.927 0.571
C17 1.813 4.169 0.136
C18 2.487 5.314 0.857
O3 3.887 5.322 0.610
C19 4.495 4.123 1.057
C20 3.916 2.911 0.353
H14 0.750 4.094 0.373
H15 1.915 4.283 -0.948
H16 2.304 5.237 1.937
H17 2.104 6.270 0.501
H18 4.355 4.017 2.141
H19 5.560 4.216 0.845
H20 4.327 1.990 0.764
H21 4.143 2.948 -0.719
O4 0.241 2.833 -2.664
B1 -0.041 1.450 -2.815
O5 -1.458 1.255 -2.754
C21 -1.997 2.531 -2.746
C22 -3.320 2.889 -2.781
C23 -3.592 4.259 -2.715
C24 -2.570 5.194 -2.624
C25 -1.228 4.808 -2.602
C26 -0.972 3.459 -2.668
H22 -4.101 2.144 -2.826
H23 -4.621 4.594 -2.729
H24 -2.819 6.246 -2.568
H25 -0.422 5.527 -2.535

Löwdin atomic charge list, values in e, 2 entries: 1.21 -0.05

---

3.
Below is 3 unconnected molecules or ions with the total composition C25H45ClN2O5S at a distorted geometry, with properties calculated with the ωB97M-V functional and the def2-TZVPD basis.

For the frontier orbital gap, the calculation gives 7.4 eV. The HOMO energy is -8.63 eV. Its structure (SMILES) is COCCCCCCCCCCc1c(Cl)ccc2nsnc12.COCCOC.COCCOC.

Cartesian coordinates (Å):
C1 -4.648 3.263 2.451
O1 -4.557 2.323 1.344
C2 -5.342 1.130 1.665
C3 -5.946 0.570 0.286
C4 -4.778 0.278 -0.809
C5 -3.780 -0.917 -0.324
C6 -2.964 -1.476 -1.625
C7 -1.388 -1.723 -1.290
C8 -0.483 -1.821 -2.642
C9 1.010 -1.397 -2.220
C10 1.919 -0.821 -3.412
C11 1.249 0.360 -4.274
C12 2.010 1.771 -4.175
C13 2.337 2.532 -2.871
Cl1 1.915 1.842 -1.242
C14 3.055 3.939 -2.881
C15 3.471 4.641 -4.193
C16 3.194 3.885 -5.533
N1 3.517 4.402 -6.861
S1 2.975 3.149 -7.877
N2 2.316 1.923 -6.885
C17 2.473 2.460 -5.528
H1 -4.128 2.820 3.385
H2 -5.734 3.486 2.737
H3 -4.090 4.213 2.127
H4 -6.197 1.391 2.402
H5 -4.702 0.291 2.124
H6 -6.630 -0.337 0.457
H7 -6.622 1.410 -0.134
H8 -4.220 1.248 -1.055
H9 -5.286 -0.096 -1.769
H10 -4.441 -1.770 0.073
H11 -3.084 -0.580 0.521
H12 -3.005 -0.629 -2.408
H13 -3.435 -2.430 -2.042
H14 -1.228 -2.646 -0.610
H15 -1.085 -0.815 -0.634
H16 -0.987 -1.128 -3.399
H17 -0.556 -2.892 -3.074
H18 0.958 -0.720 -1.299
H19 1.531 -2.370 -1.859
H20 2.337 -1.689 -4.056
H21 2.857 -0.360 -2.908
H22 0.148 0.562 -4.047
H23 1.304 0.038 -5.386
H24 3.255 4.455 -1.876
H25 3.953 5.672 -4.097
C18 3.665 -4.771 -2.696
O2 3.741 -3.897 -1.578
C19 3.238 -4.499 -0.386
C20 4.376 -4.960 0.522
O3 5.098 -6.042 -0.062
C21 6.331 -5.625 -0.632
H26 4.251 -4.337 -3.508
H27 4.071 -5.759 -2.466
H28 2.625 -4.865 -3.023
H29 2.564 -5.329 -0.620
H30 2.662 -3.730 0.138
H31 3.948 -5.332 1.458
H32 5.045 -4.127 0.765
H33 7.050 -5.406 0.164
H34 6.208 -4.746 -1.269
H35 6.719 -6.444 -1.240
C22 -0.210 1.150 7.018
O4 0.027 2.550 6.997
C23 -0.027 3.088 5.676
C24 -1.350 3.806 5.426
O5 -2.441 2.888 5.404
C25 -3.186 2.905 6.614
H36 -0.366 0.846 8.056
H37 -1.098 0.879 6.442
H38 0.662 0.620 6.625
H39 0.143 2.308 4.927
H40 0.787 3.816 5.598
H41 -1.312 4.277 4.438
H42 -1.516 4.595 6.168
H43 -3.787 3.818 6.666
H44 -2.536 2.843 7.491
H45 -3.855 2.043 6.615

Löwdin atomic charge list, values in e, 2 entries: -0.12 -0.24

---

4.
Below is 2 unconnected molecules or ions with the total composition C2H15N3Si3 at a distorted geometry, with properties calculated with the ωB97M-V functional and the def2-TZVPD basis.

For the frontier orbital gap, the calculation gives 8.2 eV. The HOMO energy is -8.49 eV. Its structure (SMILES) is [SiH2]=N[SiH3].CN(C)N[SiH3].

Cartesian coordinates (Å):
C1 -0.964 -1.561 -0.868
C2 1.269 -1.740 -0.028
N1 -0.601 -2.121 1.386
N2 -0.094 -2.233 0.068
N3 0.319 2.960 -0.782
Si1 -1.225 2.519 -0.701
Si2 1.944 2.774 -1.312
Si3 -1.098 -0.673 2.174
H1 -0.692 -1.871 -1.876
H2 -1.989 -1.862 -0.664
H3 -0.886 -0.465 -0.798
H4 1.879 -2.268 0.701
H5 1.645 -1.956 -1.025
H6 1.344 -0.659 0.154
H7 -0.253 -2.891 1.938
H8 -2.425 -0.305 1.661
H9 -2.016 1.699 -1.621
H10 -2.046 3.023 0.390
H11 2.647 1.855 -0.403
H12 2.044 2.231 -2.677
H13 2.570 4.099 -1.263
H14 -0.217 0.486 1.961
H15 -1.152 -1.041 3.584

Löwdin atomic charge list, values in e, 2 entries: -0.13 -0.11

---

5.
Below is 3 unconnected molecules or ions with the total composition C3H12NO4 at a distorted geometry, with properties calculated with the ωB97M-V functional and the def2-TZVPD basis.

As for the total charge: -1. For the frontier orbital gap, the calculation gives 8.5 eV. The HOMO energy is -4.45 eV.

Cartesian coordinates (Å):
N1 -2.168 0.479 0.655
C1 -1.063 0.450 -0.344
C2 -0.727 -0.986 -0.884
O1 -0.214 -0.978 -2.218
C3 0.177 1.126 0.348
O2 1.132 0.357 0.694
H1 -2.725 -0.316 0.420
H2 -1.895 0.209 1.551
H3 -1.554 1.047 -1.173
H4 -0.114 -1.449 -0.209
H5 -1.691 -1.658 -0.964
H6 0.753 -0.565 -2.120
H7 0.551 1.869 -0.319
H8 -0.274 1.562 1.265
H9 1.678 1.176 -1.848
H10 1.841 0.312 -0.685
O3 2.063 0.327 -1.721
H11 0.932 -0.707 1.908
H12 2.113 -1.196 2.755
O4 1.185 -1.058 2.889

Löwdin atomic charge list, values in e, 2 entries: 0.01 -0.31

---

6.
Below is 9 unconnected molecules or ions with the total composition C28H56Br6O10 at a distorted geometry, with properties calculated with the ωB97M-V functional and the def2-TZVPD basis.

For the frontier orbital gap, the calculation gives 9.8 eV. The HOMO energy is -9.43 eV. Its structure (SMILES) is CCOC(C)=O.CCOC(C)=O.CCOC(C)=O.CCOC(C)=O.CC(C)=O.CC(C)=O.BrCCBr.BrCCBr.BrCCBr.

Cartesian coordinates (Å):
C1 15.731 18.689 7.413
C2 14.450 18.936 8.131
O1 13.514 19.461 7.578
C3 14.393 18.550 9.590
H1 16.449 19.503 7.560
H2 15.541 18.619 6.344
H3 16.245 17.813 7.808
H4 14.723 19.438 10.138
H5 15.069 17.728 9.802
H6 13.377 18.392 9.938
C4 13.507 14.480 8.637
C5 13.053 13.421 7.692
O2 13.791 12.561 7.287
C6 11.580 13.430 7.316
H7 13.291 14.225 9.680
H8 13.036 15.457 8.516
H9 14.579 14.674 8.565
H10 10.947 13.536 8.200
H11 11.352 12.412 6.982
H12 11.337 14.093 6.490
O3 8.771 17.807 14.805
C7 8.675 16.673 15.177
O4 9.115 16.268 16.375
C8 9.842 17.140 17.231
C9 9.768 16.641 18.665
C10 8.298 15.483 14.353
H13 9.562 18.181 17.082
H14 10.892 17.040 16.934
H15 10.058 15.590 18.614
H16 8.761 16.684 19.076
H17 10.465 17.160 19.315
H18 7.925 14.677 14.982
H19 9.207 15.031 13.945
H20 7.643 15.737 13.523
O5 7.606 12.712 11.123
C11 8.630 12.702 11.740
O6 8.818 12.102 12.916
C12 7.730 11.508 13.601
C13 8.083 11.253 15.035
C14 9.898 13.404 11.286
H21 7.422 10.589 13.094
H22 6.829 12.128 13.518
H23 8.916 10.542 15.091
H24 7.322 10.696 15.587
H25 8.314 12.154 15.601
H26 10.678 12.816 10.819
H27 10.286 13.913 12.167
H28 9.509 14.210 10.660
O7 10.966 16.383 4.101
C15 9.994 16.702 4.734
O8 8.752 16.605 4.276
C16 8.672 16.280 2.884
C17 7.287 16.612 2.364
C18 10.102 17.290 6.111
H29 8.854 15.208 2.822
H30 9.419 16.803 2.292
H31 7.012 17.620 2.693
H32 6.534 15.958 2.798
H33 7.282 16.652 1.279
H34 9.417 18.139 6.173
H35 11.063 17.716 6.383
H36 9.892 16.472 6.803
O9 11.504 14.879 13.858
C19 11.896 14.867 14.997
O10 12.701 15.771 15.542
C20 13.028 16.864 14.667
C21 13.960 17.826 15.355
C22 11.533 13.760 15.959
H37 12.115 17.394 14.364
H38 13.374 16.542 13.679
H39 14.114 18.607 14.607
H40 14.968 17.447 15.514
H41 13.451 18.210 16.235
H42 11.377 14.116 16.974
H43 12.377 13.068 15.936
H44 10.619 13.269 15.637
Br1 12.951 20.126 12.309
C23 12.232 21.354 10.973
C24 11.693 22.635 11.569
Br2 10.301 22.280 12.902
H45 11.392 20.871 10.477
H46 13.012 21.606 10.259
H47 11.231 23.269 10.817
H48 12.392 23.246 12.133
Br3 8.479 19.328 10.189
C25 8.944 17.763 11.315
C26 10.436 17.535 11.334
Br4 10.899 16.729 9.583
H49 8.388 16.920 10.913
H50 8.502 17.976 12.289
H51 10.666 16.897 12.187
H52 10.983 18.468 11.351
Br5 5.509 18.202 12.692
C27 4.189 19.470 13.355
C28 3.022 18.806 14.052
Br6 1.996 20.174 15.042
H53 3.848 20.132 12.560
H54 4.683 20.146 14.051
H55 3.405 17.988 14.663
H56 2.310 18.333 13.382

Löwdin atomic charge list, values in e, 2 entries: -0.02 -0.51

---

7.
Below is a gas-phase ion, C2H2I2P (charge +1) at a distorted geometry, with properties calculated with the ωB97M-V functional and the def2-TZVPD basis.

As for the expectation value of S²: 2.0221. As for the total charge: +1. Its spin multiplicity is 3. For the frontier orbital gap (spin up / spin down), the calculation gives 7.1 / 5.6 eV. The HOMO energy (spin up / spin down) is -12.60 / -14.27 eV.

Cartesian coordinates (Å):
C1 -0.438 1.111 0.293
C2 -0.239 0.254 -0.750
P1 -0.069 -1.581 -0.157
I1 -0.608 -0.262 2.325
I2 2.223 -2.257 -0.897
H1 -0.697 2.036 0.942
H2 -0.173 0.699 -1.756

Löwdin atomic charge list, values in e, 2 entries: -0.27 -0.50

---

8.
Below is a molecular structure, C49H59N7O4SSc, with properties calculated with the ωB97M-V functional and the def2-TZVPD basis.

As for the expectation value of S²: 0.8015. As for the total charge: -2. Its spin multiplicity is 2. For the frontier orbital gap (spin up / spin down), the calculation gives 4.0 / 5.5 eV. The HOMO energy (spin up / spin down) is 0.27 / -1.28 eV.

Cartesian coordinates (Å):
Sc1 -0.071 -0.029 0.097
C1 6.160 -2.290 -0.780
C2 5.558 -0.900 -0.535
C3 4.127 -0.810 -0.966
C4 3.640 -0.508 -2.197
C5 4.408 -0.208 -3.446
C6 4.510 -1.426 -4.375
C7 2.188 -0.540 -2.095
N1 1.818 -0.846 -0.812
C8 2.974 -1.038 -0.104
C9 3.039 -1.461 1.204
C10 1.941 -1.681 2.067
C11 2.029 -2.144 3.411
C12 3.285 -2.547 4.119
C13 3.710 -3.985 3.793
C14 0.738 -2.145 3.911
C15 -0.105 -1.698 2.851
C16 -1.512 -1.604 2.923
C17 -2.371 -1.261 1.906
N2 -1.999 -0.872 0.649
C18 -3.148 -0.745 -0.085
C19 -3.211 -0.483 -1.431
C20 -2.123 -0.340 -2.316
N3 -0.809 -0.444 -1.961
C21 -0.077 -0.325 -3.107
C22 1.334 -0.341 -3.153
C23 -0.942 -0.117 -4.220
C24 -2.234 -0.136 -3.723
C25 -3.499 0.138 -4.477
C26 -3.969 1.585 -4.263
C27 -0.541 -0.002 -5.658
C28 -0.652 -1.348 -6.388
C29 -4.300 -1.002 0.764
C30 -3.823 -1.322 1.992
C31 -4.594 -1.652 3.231
C32 -4.694 -0.436 4.163
C33 -5.726 -0.972 0.311
C34 -6.151 -2.305 -0.317
N4 0.642 -1.410 1.746
C35 0.283 -2.536 5.282
C36 -0.142 -4.009 5.363
H1 7.189 -2.350 -0.414
H2 6.158 -2.523 -1.846
H3 5.565 -3.051 -0.271
H4 6.154 -0.151 -1.064
H5 5.627 -0.667 0.530
H6 5.414 0.136 -3.186
H7 3.917 0.605 -3.986
H8 5.063 -2.232 -3.891
H9 5.016 -1.170 -5.310
H10 3.513 -1.800 -4.610
H11 4.024 -1.638 1.623
H12 3.139 -2.450 5.199
H13 4.096 -1.866 3.843
H14 2.949 -4.690 4.130
H15 4.658 -4.244 4.276
H16 3.822 -4.105 2.714
H17 -1.959 -1.847 3.880
H18 -4.197 -0.370 -1.865
H19 1.790 -0.159 -4.120
H20 -4.292 -0.546 -4.157
H21 -3.339 -0.032 -5.545
H22 -4.144 1.770 -3.202
H23 -4.890 1.795 -4.818
H24 -3.195 2.281 -4.596
H25 0.491 0.349 -5.733
H26 -1.170 0.737 -6.165
H27 -0.029 -2.090 -5.887
H28 -0.332 -1.264 -7.432
H29 -1.681 -1.713 -6.369
H30 -4.104 -2.478 3.754
H31 -5.600 -1.993 2.967
H32 -3.702 -0.041 4.384
H33 -5.192 -0.694 5.103
H34 -5.256 0.360 3.672
H35 -5.855 -0.168 -0.417
H36 -6.374 -0.743 1.162
H37 -5.500 -2.541 -1.161
H38 -7.185 -2.271 -0.672
H39 -6.060 -3.112 0.413
H40 -0.557 -1.902 5.580
H41 1.083 -2.352 6.005
H42 -0.921 -4.211 4.626
H43 -0.522 -4.264 6.357
H44 0.707 -4.658 5.140
O1 0.232 1.367 1.709
N5 0.725 1.338 2.931
C37 2.045 1.122 3.071
C38 2.658 1.080 4.295
C39 1.870 1.263 5.435
C40 0.534 1.530 5.290
C41 -0.090 1.620 4.019
S1 -1.692 2.084 3.820
H45 2.573 0.967 2.142
H46 3.719 0.884 4.358
H47 2.313 1.200 6.423
H48 -0.107 1.703 6.141
C42 0.070 4.674 1.107
C43 0.859 4.726 -0.202
C44 0.162 4.013 -1.385
C45 1.098 4.000 -2.606
C46 0.453 3.362 -3.836
C47 -1.086 4.796 -1.734
O2 -1.047 5.914 -2.228
N6 -2.252 4.181 -1.435
C48 -2.439 2.877 -0.859
O3 -3.591 2.583 -0.606
N7 -1.343 2.127 -0.651
C49 -0.127 2.574 -0.947
O4 0.853 1.818 -0.816
H49 0.610 5.199 1.897
H50 -0.088 3.643 1.431
H51 -0.911 5.145 1.000
H52 1.829 4.244 -0.063
H53 1.028 5.764 -0.499
H54 1.988 3.434 -2.327
H55 1.382 5.031 -2.828
H56 0.165 2.333 -3.626
H57 1.150 3.357 -4.677
H58 -0.440 3.917 -4.137
H59 -3.108 4.678 -1.622

Löwdin atomic charge list, values in e, 2 entries: 1.11 -0.09

---

Result set for E_tot: -302.5495; -3271.6135; -2323.3029; -1117.8446; -477.2112; -17296.9908; -1013.7141; -3746.1172 Eh, one per record in the order listed.